1:
The following is a quantum chemistry calculation of a 2-piece molecular cluster, C2H4ClNO overall, from OMol25.

orbital gap = 10.76 eV
total charge = 0
structure (SMILES) = COC#N.Cl
E_LUMO = 0.007 eV

Element x y z (Å)
C -1.129 -1.067 0.135
C 0.889 -0.733 -0.477
N -1.978 -0.995 0.919
O -0.417 -1.202 -0.901
Cl 0.125 -3.816 0.396
H 1.273 -1.469 0.281
H 0.881 0.260 0.032
H 1.595 -0.688 -1.330
H 1.560 -3.869 0.140


2:
The following is a quantum chemistry calculation of C2H4ClNO as an isolated structure, from OMol25.

orbital gap = 8.59 eV
total charge = 0
E_LUMO = -0.055 eV

Element x y z (Å)
C 0.975 0.131 0.368
C -0.234 0.258 -0.571
N -1.232 -1.286 -0.457
O -1.999 -1.359 0.405
Cl -1.155 1.701 -0.166
H 0.761 -0.530 1.313
H 1.915 -0.242 -0.028
H 1.114 1.126 0.716
H -0.144 0.202 -1.581


Verdict on stability: 1 comes out on top.


1:
The following is a quantum chemistry calculation of a 2-piece molecular cluster, C4H12NO2 overall, from OMol25.

expectation value of S² = 0.755
2S+1 = 2
orbital gap (spin up / spin down) = 10.35 / 6.97 eV
total charge = 0
E_LUMO (spin up / spin down) = 0.743 / -2.480 eV

Element x y z (Å)
C 0.277 -0.888 0.520
O 0.754 0.053 1.375
C -1.027 -0.269 -0.139
C -0.942 0.229 -1.546
C 0.555 0.774 -1.799
N 1.280 1.388 -0.682
H 1.112 -1.171 -0.076
H 0.118 -1.795 1.190
H -1.813 -1.039 -0.161
H -1.527 0.354 0.721
H -1.082 -0.450 -2.278
H -1.701 0.907 -1.599
H 0.399 1.597 -2.486
H 1.170 0.018 -2.278
H 1.759 0.690 -0.173
H 0.536 1.802 -0.235
H 0.331 -0.133 2.736
H -0.066 -1.470 3.291
O -0.134 -0.600 3.619


2:
The following is a quantum chemistry calculation of a 2-piece molecular cluster, C4H12NO2 overall, from OMol25.

expectation value of S² = 0.753
2S+1 = 2
orbital gap (spin up / spin down) = 3.93 / 7.76 eV
total charge = 0
E_LUMO (spin up / spin down) = 0.283 / 0.098 eV

Element x y z (Å)
O -1.122 -1.448 -0.095
C -0.002 -1.148 0.300
C 0.501 0.297 0.284
C 1.905 0.509 -0.438
C 2.925 -0.447 0.180
N -0.512 1.094 -0.596
H 0.480 -1.841 0.978
H 0.615 0.586 1.345
H 1.621 0.168 -1.494
H 2.257 1.537 -0.716
H 2.785 -1.538 0.338
H 3.000 -0.012 1.191
H 3.833 -0.241 -0.385
H -0.577 0.677 -1.576
H -1.528 0.837 -0.045
H -0.483 2.108 -0.649
H -3.349 -0.233 0.636
H -3.800 1.279 0.529
O -3.034 0.666 0.352


Verdict on stability: 2 comes out on top.


1:
The following is a quantum chemistry calculation of a 2-piece molecular cluster, C2HCl2NS overall, from OMol25.

orbital gap (spin up / spin down) = 8.01 / 6.10 eV
total charge = 0
E_LUMO (spin up / spin down) = -1.619 / -2.969 eV

Element x y z (Å)
C -1.891 0.456 0.272
C 1.254 -0.252 -0.063
N -2.071 -0.536 0.858
S -1.121 1.709 -0.501
Cl 1.828 -0.777 -1.743
Cl 0.455 -1.335 0.908
H 1.547 0.735 0.270


2:
The following is a quantum chemistry calculation of a 2-piece molecular cluster, C2HCl2NS overall, from OMol25.

orbital gap (spin up / spin down) = 8.46 / 5.37 eV
total charge = 0
E_LUMO (spin up / spin down) = -2.461 / -3.623 eV

Element x y z (Å)
C -0.876 -0.675 0.789
C 0.280 -0.454 0.000
N -1.868 -0.935 1.298
S 1.489 0.485 0.806
Cl 0.382 -1.229 -1.549
Cl -1.431 1.796 -1.061
H 2.024 1.012 -0.283


Verdict on stability: 2 comes out on top.


1:
The following is a quantum chemistry calculation of a 2-piece molecular cluster, C3H10N2O overall, from OMol25.

orbital gap = 8.62 eV
total charge = 0
structure (SMILES) = C=NC.NCO
E_LUMO = 0.596 eV

Element x y z (Å)
C 2.356 -2.128 -1.557
C 2.255 -0.753 0.385
N 2.411 -1.919 -0.097
H 2.232 -3.202 -1.723
H 3.242 -1.773 -2.092
H 1.400 -1.758 -1.910
H 1.433 -0.618 1.106
H 2.961 0.096 0.337
H -3.835 0.890 0.495
N -1.286 1.616 1.276
C -2.132 1.853 0.112
O -3.102 0.851 -0.127
H -0.987 2.492 1.682
H -1.877 1.253 2.030
H -2.590 2.843 0.034
H -1.508 1.685 -0.768


2:
The following is a quantum chemistry calculation of a 2-piece molecular cluster, C3H10N2O overall, from OMol25.

orbital gap = 10.14 eV
total charge = 0
structure (SMILES) = CC/N=C\N.O
E_LUMO = 0.754 eV

Element x y z (Å)
C -0.420 1.706 -0.461
C -1.029 0.825 0.642
N 1.071 -0.850 1.574
C -0.066 -1.340 0.951
N -0.968 -0.658 0.386
H -0.743 1.490 -1.516
H 0.629 1.486 -0.629
H -0.647 2.770 -0.304
H -2.147 1.182 0.676
H -0.645 1.031 1.710
H 1.252 0.168 1.638
H 1.663 -1.249 2.290
H -0.009 -2.393 0.762
H 1.174 -0.161 -1.751
H 0.210 0.399 -2.497
O 0.953 -0.164 -2.611


Verdict on stability: 2 comes out on top.


1:
The following is a quantum chemistry calculation of a 2-piece molecular cluster, C3H10N2O overall, from OMol25.

orbital gap = 9.29 eV
total charge = 0
structure (SMILES) = C/C(N)=C/N.O
E_LUMO = 0.853 eV

Element x y z (Å)
C 1.289 1.402 -1.280
C 0.393 0.369 -0.668
C 0.088 -0.772 -1.279
N -0.830 -1.729 -0.772
N -0.245 0.697 0.575
H 1.442 2.301 -0.700
H 2.302 1.107 -1.588
H 0.834 1.759 -2.205
H 0.443 -0.990 -2.284
H -1.402 -1.297 -0.051
H -0.344 -2.555 -0.451
H 0.444 0.844 1.322
H -0.677 1.607 0.443
H -1.932 -0.913 3.378
H -0.820 -0.828 2.313
O -0.985 -1.001 3.249


2:
The following is a quantum chemistry calculation of a 3-piece molecular cluster, C3H10N2O overall, from OMol25.

orbital gap = 9.52 eV
total charge = 0
E_LUMO = 0.587 eV

Element x y z (Å)
C -0.983 0.433 0.140
C -2.221 -0.422 0.349
H -2.044 -1.134 1.152
H -2.454 -0.980 -0.554
H -3.068 0.206 0.622
H -1.070 1.052 -0.761
H -0.853 1.097 1.006
H -0.322 -2.037 -1.840
C 1.440 0.037 0.124
N 1.804 1.351 0.383
O 2.481 -0.793 -0.104
N 0.273 -0.444 0.069
H 3.304 -0.390 0.199
H 1.052 2.017 0.448
H 2.612 1.711 -0.105
H 0.049 -1.703 -1.128


3:
The following is a quantum chemistry calculation of the molecule C3H10N2O, from OMol25.

orbital gap = 9.67 eV
total charge = 0
structure (SMILES) = NCNCCO
E_LUMO = 0.905 eV

Element x y z (Å)
C 0.314 0.673 0.120
C 1.560 0.483 0.970
O 2.034 1.803 1.279
N -0.248 -0.611 -0.301
C -1.699 -0.633 -0.602
N -2.084 -1.680 -1.517
H 0.555 1.249 -0.771
H -0.441 1.105 0.795
H 1.275 -0.054 1.880
H 2.354 -0.031 0.433
H 2.811 1.670 1.802
H -0.012 -1.380 0.314
H -1.777 0.332 -1.096
H -2.287 -0.625 0.331
H -1.663 -2.575 -1.302
H -1.689 -1.351 -2.388


4:
The following is a quantum chemistry calculation of a 2-piece molecular cluster, C3H10N2O overall, from OMol25.

orbital gap = 9.62 eV
total charge = 0
structure (SMILES) = C=CN.NCO
E_LUMO = 0.989 eV

Element x y z (Å)
C 1.946 1.567 0.033
C 2.670 0.478 0.300
N 1.217 2.261 1.007
H 1.902 1.882 -0.999
H 3.190 -0.052 -0.475
H 2.855 0.196 1.310
H -1.434 -1.419 -1.967
H 1.276 3.266 1.041
H 1.452 1.843 1.894
N -1.807 -0.436 0.334
C -2.213 -1.679 -0.228
O -1.390 -2.132 -1.319
H -2.259 0.372 -0.058
H -0.817 -0.345 0.489
H -2.078 -2.469 0.503
H -3.225 -1.626 -0.601


Verdict on stability: 1 comes out on top.


1:
The following is a quantum chemistry calculation of a 2-piece molecular cluster, C3H10N2O overall, from OMol25.

orbital gap = 7.75 eV
total charge = 0
structure (SMILES) = C/C(N)=C/N.O
E_LUMO = 0.883 eV

Element x y z (Å)
C 0.935 0.709 -1.523
C 0.379 -0.359 -0.638
C 1.127 -1.352 -0.139
N 0.594 -2.519 0.375
N -1.031 -0.462 -0.724
H 2.007 0.830 -1.376
H 0.660 0.599 -2.575
H 0.541 1.702 -1.268
H 2.185 -1.140 -0.140
H -0.404 -2.698 0.377
H 0.997 -3.422 0.178
H -1.442 0.314 -1.196
H -1.577 -0.778 0.051
H -2.419 2.905 2.615
H -1.111 2.793 3.437
O -1.444 2.879 2.546


2:
The following is a quantum chemistry calculation of a 2-piece molecular cluster, C3H10N2O overall, from OMol25.

orbital gap = 10.19 eV
total charge = 0
structure (SMILES) = [H]/N=C/N.CCO
E_LUMO = 0.972 eV

Element x y z (Å)
C -2.884 -0.929 -1.023
O -2.887 0.277 -0.227
C -1.503 -1.535 -0.924
H -3.584 -1.750 -0.791
H -3.040 -0.698 -2.062
H -1.450 -2.525 -1.384
H -0.752 -0.904 -1.409
H -1.212 -1.550 0.123
N 2.898 1.829 2.094
C 3.198 1.021 1.001
N 2.891 1.408 -0.185
H 2.646 1.306 2.917
H 2.414 2.625 1.704
H 3.515 -0.017 1.135
H -3.822 0.528 -0.197
H 3.573 0.916 -0.772


3:
The following is a quantum chemistry calculation of a 2-piece molecular cluster, C3H10N2O overall, from OMol25.

orbital gap = 8.97 eV
total charge = 0
structure (SMILES) = C=CN.NCO
E_LUMO = 0.881 eV

Element x y z (Å)
C 0.167 2.091 0.709
C -1.153 2.459 0.601
N 0.901 1.474 -0.359
H 0.510 2.400 1.712
H -1.723 3.038 1.254
H -1.625 2.450 -0.397
H 1.804 -1.575 0.400
H 0.438 1.509 -1.294
H 1.527 0.713 -0.185
N -0.450 -2.479 0.423
C 0.227 -2.017 -0.736
O 1.378 -1.319 -0.474
H -0.775 -1.703 0.962
H -1.219 -2.955 0.004
H -0.438 -1.254 -1.245
H 0.431 -2.832 -1.374


Verdict on stability: 1 comes out on top.